ORCA calculation (ωB97M-V/def2-TZVPD) on C2H4N4O in the gas phase.

Structure (XYZ):
```
11
C2H4N4O, DFT ωB97M-V/def2-TZVPD
O -2.460 0.447 -0.454
N 2.133 0.451 0.242
N 0.456 -1.215 0.493
N -0.138 0.832 -0.314
N -0.903 -1.134 0.274
C -1.205 0.083 -0.182
C 0.846 -0.010 0.129
H 2.871 -0.230 0.297
H -1.522 -1.880 0.543
H -2.405 1.370 -0.746
H 2.327 1.287 -0.283
```

## Properties
HOMO energy   -8.4 eV
SMILES string   Nc1n[nH]c(O)n1
Energy   -372.8944 a.u.
M   100.081 g mol⁻¹
Max |F|   0.37 eV/A

Atom-resolved charges from natural (NBO), all expressed in e:
1. O -0.650
2. N -0.812
3. N -0.369
4. N -0.591
5. N -0.404
6. C 0.641
7. C 0.473
8. H 0.395
9. H 0.416
10. H 0.505
11. H 0.395